C4H4ClF | ωB97M-V/def2-TZVPD

```
10
C4H4ClF (ωB97M-V/def2-TZVPD)
F -1.22 2.19 0.12
C -0.47 1.11 0.06
C 0.67 0.77 -0.50
C 0.72 -0.67 -0.17
C -0.60 -0.52 0.71
Cl -1.95 -1.34 -0.15
H 1.27 1.34 -1.03
H 0.58 -1.12 -1.17
H 1.53 -1.02 0.40
H -0.53 -0.73 1.73
```

Computed properties:
SMILES = FC1=CC[C@@H]1Cl
HOMO = -0.3556 Eh
ΔE to the lowest compared entry with this formula, charge and spin = 34.7 kcal/mol


C4H4ClF | ωB97M-V/def2-TZVPD

```
10
C4H4ClF (ωB97M-V/def2-TZVPD)
C 0.99 -0.64 0.14
C -0.27 -1.11 -0.13
C 0.39 0.73 0.59
C -0.96 0.12 0.10
F 0.89 1.86 -0.09
Cl -0.92 0.83 -2.35
H 1.93 -0.96 0.18
H -0.54 -2.05 -0.21
H 0.48 0.80 1.72
H -1.99 0.42 0.04
```

Computed properties:
spin multiplicity = 3
HOMO (spin up / spin down) = -0.2871 / -0.4062 Eh
ΔE to the lowest compared entry with this formula, charge and spin = 5.1 kcal/mol


C4H4ClFO | ωB97M-V/def2-TZVPD

```
11
C4H4ClFO (ωB97M-V/def2-TZVPD)
F 2.42 -1.32 -0.12
C 2.37 0.06 -0.22
C 1.12 0.61 0.06
O 0.07 -0.17 0.09
C -1.21 0.19 0.06
C -2.13 -0.79 0.15
Cl -3.80 -0.31 -0.15
H 3.35 0.63 -0.09
H 1.03 1.65 0.07
H -1.30 1.34 -0.20
H -1.92 -1.89 0.36
```

Computed properties:
SMILES = F/C=C\O/C=C/Cl
HOMO = -0.3130 Eh
ΔE to the lowest compared entry with this formula, charge and spin = 45.2 kcal/mol


C4H4ClFOS | ωB97M-V/def2-TZVPD

```
12
C4H4ClFOS (ωB97M-V/def2-TZVPD)
C 0.57 1.66 0.32
C 0.19 0.49 0.01
O -0.72 -0.07 1.00
C -1.83 -0.96 0.43
S -2.63 -0.56 -0.86
C 0.95 -0.48 -0.79
F 2.12 0.20 -1.20
Cl 1.46 -1.87 0.15
H 0.03 2.29 1.18
H 1.55 2.09 0.11
H -2.02 -1.77 1.20
H 0.33 -1.01 -1.56
```

Computed properties:
SMILES = C=C(OC=S)[C@@H](F)Cl
HOMO = -0.3575 Eh
ΔE to the lowest compared entry with this formula, charge and spin = 67.6 kcal/mol


C4H4ClN3O4 | ωB97M-V/def2-TZVPD

```
16
C4H4ClN3O4 (ωB97M-V/def2-TZVPD)
C 1.53 -0.61 -0.36
C -0.37 -1.12 -1.59
C 1.14 0.83 0.06
C -0.26 0.85 0.46
N 0.83 -1.48 -0.97
N -1.20 -0.47 -0.83
N -0.54 -0.15 1.58
O 0.25 -0.95 1.93
O -0.69 -1.51 -2.70
O -1.67 0.06 2.01
O -1.12 1.84 0.46
Cl 3.08 -1.09 0.20
H 1.81 1.06 0.95
H 1.27 1.48 -0.80
H -2.08 -0.12 -1.33
H -1.99 1.37 0.91
```

Computed properties:
HOMO = -0.3609 Eh
ΔE to the lowest compared entry with this formula, charge and spin = 56.4 kcal/mol


C4H4ClNO | ωB97M-V/def2-TZVPD

```
11
C4H4ClNO (ωB97M-V/def2-TZVPD)
C -0.23 -0.41 0.69
C 1.01 0.22 0.80
C 0.16 0.25 -1.32
C -0.67 -0.46 -0.62
H -2.15 -0.70 1.83
H 1.62 0.57 1.65
H 1.74 1.59 -0.67
H 0.36 0.36 -2.45
N 1.14 0.68 -0.46
O -0.79 -0.92 1.78
Cl -2.19 -1.19 -1.22
```

Computed properties:
HOMO = -0.2932 Eh
ΔE to the lowest compared entry with this formula, charge and spin = 74.1 kcal/mol


C4H4ClNO3 | ωB97M-V/def2-TZVPD

```
13
C4H4ClNO3 (ωB97M-V/def2-TZVPD)
H -2.43 -1.45 1.24
N -1.39 -1.47 1.28
C -0.75 -0.73 0.37
C -1.17 0.26 -0.72
O -2.49 0.45 -0.71
O -0.42 1.42 -0.25
C 0.80 1.04 0.29
O 1.67 1.80 0.73
C 0.62 -0.38 0.55
Cl 1.63 -1.09 -0.67
H -0.92 -0.28 -1.65
H -2.86 0.78 0.23
H 1.08 -0.69 1.59
```

Computed properties:
SMILES = [H]/N=C1\[C@@H](O)OC(=O)[C@@H]1Cl
HOMO = -0.3908 Eh
ΔE to the lowest compared entry with this formula, charge and spin = 30.4 kcal/mol


C4H4ClNOS | ωB97M-V/def2-TZVPD

```
12
C4H4ClNOS (ωB97M-V/def2-TZVPD)
C 1.83 -0.79 1.22
C 0.69 -1.09 1.80
C 0.53 0.51 -0.21
C -1.31 1.32 -2.32
N 1.65 0.17 0.15
O -1.60 -1.35 0.86
S -0.74 -0.22 1.19
Cl -2.09 2.15 -1.18
H 2.88 -1.20 1.36
H 0.52 -1.66 2.72
H -1.37 0.25 -2.28
H -0.99 1.91 -3.31
```

Computed properties:
HOMO (spin up / spin down) = -0.3173 / -0.2911 Eh
ΔE to the lowest compared entry with this formula, charge and spin = 149.3 kcal/mol


C4H4ClO4S | ωB97M-V/def2-TZVPD

```
14
C4H4ClO4S (ωB97M-V/def2-TZVPD)
C 1.88 -2.11 -0.36
C 0.20 0.04 -0.61
C -0.01 -0.55 0.70
C 1.08 -1.00 -0.14
O 2.08 -3.18 -0.87
O 2.54 -1.09 0.22
O -3.72 -2.02 0.23
O -3.07 0.06 1.43
S -3.87 -0.59 0.40
Cl -3.05 0.30 -1.61
H -0.54 -0.29 -1.30
H 0.28 1.15 -0.69
H 0.13 0.05 1.55
H -0.80 -1.32 0.68
```

Computed properties:
HOMO = -0.1810 Eh
total charge = -1
ΔE to the lowest compared entry with this formula, charge and spin = 27.6 kcal/mol


C4H4ClPS | ωB97M-V/def2-TZVPD

```
11
C4H4ClPS (ωB97M-V/def2-TZVPD)
C -0.52 1.24 0.06
C -0.13 0.24 0.95
C -0.24 0.93 -1.29
C 0.27 -0.83 0.28
P 1.17 -3.80 0.92
S 0.32 -0.68 -1.39
Cl 0.04 -5.03 -0.29
H -1.03 2.24 0.22
H -0.04 0.45 2.01
H -0.28 1.53 -2.21
H 1.71 -3.45 -0.29
```

Computed properties:
spin multiplicity = 3
HOMO (spin up / spin down) = -0.3022 / -0.3317 Eh


C4H4CrLiO5 | ωB97M-V/def2-TZVPD

```
15
C4H4CrLiO5 (ωB97M-V/def2-TZVPD)
O 1.05 -2.03 2.16
C 0.73 -1.02 1.49
O 1.61 -0.18 1.10
O -0.54 -0.90 1.14
C -1.16 0.39 0.88
C -0.92 1.04 -0.47
H -0.79 1.09 1.65
H -2.22 0.20 1.10
H -1.40 1.14 -1.46
H -1.33 2.05 -0.26
O -0.90 -0.76 -3.00
O 1.15 -0.01 -2.48
C 0.27 -0.54 -3.10
Li 3.04 -1.37 1.94
Cr 1.40 0.91 -0.69
```

Computed properties:
spin multiplicity = 5
HOMO (spin up / spin down) = -0.4664 / -0.4667 Eh
total charge = +1
ΔE to the lowest compared entry with this formula, charge and spin = 16.6 kcal/mol


C4H4EuO3 | ωB97M-V/def2-TZVPD

```
12
C4H4EuO3 (ωB97M-V/def2-TZVPD)
O -1.80 0.46 0.04
C -1.26 -0.69 -0.04
O 0.12 -0.50 0.32
O -1.67 -1.75 -0.41
Eu -0.46 1.80 1.06
C 1.22 -1.52 -0.44
C 2.01 -1.01 -1.40
C 1.20 -1.94 0.90
H 1.70 -0.10 -1.92
H 2.90 -1.54 -1.72
H 0.38 -2.57 1.27
H 2.16 -1.97 1.42
```

Computed properties:
spin multiplicity = 9
HOMO (spin up / spin down) = -0.3963 / -0.5067 Eh
total charge = +1
ΔE to the lowest compared entry with this formula, charge and spin = 26.1 kcal/mol


What did we get for molecular weight? Answer: 106.53 106.53 122.53 154.59 193.55 117.53 149.53 149.60 183.59 150.57 191.01 252.04 g mol⁻¹, in the order shown.
What did we get for electronic energy? Answer: -714.772656 -714.665489 -790.009724 -1188.199399 -1080.071924 -744.883245 -895.426207 -1142.949376 -1314.164077 -1354.389555 -1582.755190 -1090.472117 Ha, in the order shown.